{
  "formula": "C28H77F2N8O11PbS2",
  "method": "ωB97M-V with the def2-TZVPD basis set",
  "symbols": ["Pb", "N", "S", "O", "O", "F", "S", "O", "O", "F", "C", "C", "C", "O", "C", "N", "H", "H", "H", "H", "H", "H", "H", "H", "H", "H", "H", "C", "C", "C", "O", "C", "N", "H", "H", "H", "H", "H", "H", "H", "H", "H", "H", "H", "C", "C", "C", "O", "C", "N", "H", "H", "H", "H", "H", "H", "H", "H", "H", "H", "H", "C", "C", "C", "O", "C", "N", "H", "H", "H", "H", "H", "H", "H", "H", "H", "H", "H", "C", "C", "C", "O", "C", "N", "H", "H", "H", "H", "H", "H", "H", "H", "H", "H", "H", "C", "C", "C", "O", "C", "N", "H", "H", "H", "H", "H", "H", "H", "H", "H", "H", "H", "C", "C", "C", "O", "C", "N", "H", "H", "H", "H", "H", "H", "H", "H", "H", "H", "H"],
  "xyz": [[11.704, -13.404, 28.281], [9.853, -12.103, 27.486], [9.228, -10.857, 28.010], [8.475, -11.071, 29.204], [8.821, -9.754, 27.123], [10.621, -10.348, 28.682], [8.518, -12.542, 26.472], [8.504, -11.988, 25.105], [7.206, -12.815, 26.988], [8.965, -14.043, 26.073], [4.513, -9.967, 27.688], [4.716, -8.610, 28.307], [5.666, -7.739, 27.472], [5.640, -6.387, 27.989], [6.558, -5.582, 27.354], [3.421, -7.963, 28.294], [4.299, -9.840, 26.626], [3.551, -10.399, 27.963], [5.369, -10.632, 27.797], [5.032, -8.658, 29.349], [5.398, -7.777, 26.416], [6.669, -8.165, 27.497], [7.580, -5.945, 27.459], [6.624, -4.651, 27.917], [6.398, -5.402, 26.291], [3.667, -7.017, 28.547], [3.010, -7.913, 27.373], [6.594, -16.589, 25.530], [7.334, -17.661, 26.422], [7.198, -19.105, 25.873], [5.831, -19.460, 25.779], [5.750, -20.878, 25.537], [8.726, -17.292, 26.490], [6.822, -15.551, 25.772], [5.531, -16.812, 25.621], [6.806, -16.762, 24.475], [6.988, -17.573, 27.452], [7.730, -19.796, 26.528], [7.683, -19.187, 24.901], [6.243, -21.255, 24.641], [4.698, -21.126, 25.395], [6.179, -21.379, 26.405], [9.046, -17.903, 27.227], [9.232, -17.657, 25.695], [4.863, -15.258, 28.722], [3.714, -14.231, 28.968], [4.031, -13.218, 30.088], [2.949, -12.325, 30.133], [1.650, -12.743, 30.612], [3.706, -13.580, 27.687], [5.873, -14.870, 28.583], [4.754, -15.887, 27.838], [4.931, -15.934, 29.574], [2.756, -14.682, 29.226], [4.925, -12.639, 29.858], [4.126, -13.861, 30.963], [1.287, -13.615, 30.068], [0.909, -11.945, 30.574], [1.681, -13.178, 31.611], [3.243, -12.719, 27.941], [4.686, -13.334, 27.690], [12.776, -11.126, 24.286], [12.217, -12.046, 25.433], [12.202, -13.519, 25.058], [11.764, -14.467, 26.034], [11.804, -15.856, 25.662], [12.887, -11.757, 26.728], [13.822, -11.170, 23.981], [12.607, -10.079, 24.536], [12.228, -11.340, 23.368], [11.160, -11.781, 25.474], [13.192, -13.852, 24.747], [11.502, -13.647, 24.232], [11.488, -16.008, 24.630], [11.259, -16.495, 26.357], [12.854, -16.136, 25.753], [13.891, -11.817, 26.644], [12.819, -10.750, 26.700], [6.118, -9.559, 23.724], [6.205, -9.022, 22.328], [4.875, -8.479, 21.781], [3.843, -9.426, 21.819], [3.921, -10.492, 20.895], [7.170, -7.998, 22.142], [7.103, -9.658, 24.180], [5.613, -10.524, 23.770], [5.569, -8.861, 24.357], [6.499, -9.890, 21.738], [5.047, -8.232, 20.734], [4.520, -7.592, 22.305], [3.015, -11.073, 20.727], [4.621, -11.203, 21.335], [4.292, -10.210, 19.909], [8.046, -8.402, 22.441], [7.264, -7.841, 21.149], [10.725, -6.971, 25.923], [9.981, -7.234, 24.595], [10.208, -8.580, 23.833], [9.607, -8.670, 22.589], [9.610, -10.000, 22.041], [8.552, -7.057, 24.960], [10.108, -6.361, 26.583], [11.633, -6.408, 25.708], [11.031, -7.829, 26.522], [10.334, -6.468, 23.905], [9.817, -9.407, 24.426], [11.291, -8.701, 23.834], [9.203, -10.052, 21.031], [8.956, -10.668, 22.601], [10.592, -10.453, 21.910], [8.038, -7.231, 24.108], [8.149, -7.739, 25.586], [8.132, -15.986, 29.975], [8.943, -14.799, 29.682], [9.674, -14.228, 31.011], [10.561, -13.121, 30.652], [11.095, -12.367, 31.812], [9.953, -15.279, 28.752], [7.461, -15.588, 30.735], [8.810, -16.715, 30.417], [7.784, -16.531, 29.097], [8.378, -13.992, 29.216], [10.429, -14.903, 31.416], [8.904, -13.882, 31.700], [11.737, -11.521, 31.565], [11.582, -12.974, 32.575], [10.320, -11.951, 32.456], [9.403, -15.715, 28.026], [10.252, -16.115, 29.234]],
  "energy_ha": -3567.31095,
  "spin_multiplicity": 2,
  "e_lumo_ha": [-0.0022, -0.0097],
  "e_homo_ev": [-4.77, -8.17],
  "fmax_ev_per_a": 8.12,
  "s2": 0.76
}

---

{
  "formula": "C28H77F2N9O14S2",
  "method": "ωB97M-V with the def2-TZVPD basis set",
  "symbols": ["N", "S", "O", "O", "F", "S", "O", "O", "F", "N", "O", "O", "O", "C", "C", "C", "O", "C", "N", "H", "H", "H", "H", "H", "H", "H", "H", "H", "H", "H", "C", "C", "C", "O", "C", "N", "H", "H", "H", "H", "H", "H", "H", "H", "H", "H", "H", "C", "C", "C", "O", "C", "N", "H", "H", "H", "H", "H", "H", "H", "H", "H", "H", "H", "C", "C", "C", "O", "C", "N", "H", "H", "H", "H", "H", "H", "H", "H", "H", "H", "H", "C", "C", "C", "O", "C", "N", "H", "H", "H", "H", "H", "H", "H", "H", "H", "H", "H", "C", "C", "C", "O", "C", "N", "H", "H", "H", "H", "H", "H", "H", "H", "H", "H", "H", "C", "C", "C", "O", "C", "N", "H", "H", "H", "H", "H", "H", "H", "H", "H", "H", "H"],
  "xyz": [[-7.765, 9.754, -3.563], [-7.258, 10.162, -2.105], [-6.940, 11.556, -1.790], [-6.623, 9.114, -1.316], [-8.726, 10.095, -1.452], [-6.187, 10.034, -4.144], [-5.204, 9.028, -3.817], [-5.715, 11.348, -4.577], [-6.654, 9.493, -5.574], [-11.672, 11.001, -1.715], [-12.641, 10.816, -0.996], [-11.369, 10.089, -2.522], [-10.982, 12.012, -1.615], [-13.928, 14.612, 0.924], [-13.561, 13.319, 1.616], [-13.796, 13.238, 3.159], [-13.148, 14.335, 3.763], [-13.993, 15.502, 4.064], [-14.262, 12.275, 0.891], [-14.831, 15.067, 1.331], [-14.002, 14.544, -0.162], [-13.121, 15.313, 1.138], [-12.492, 13.169, 1.469], [-13.337, 12.331, 3.553], [-14.845, 13.174, 3.446], [-14.734, 15.287, 4.833], [-14.483, 16.006, 3.230], [-13.350, 16.216, 4.578], [-13.682, 11.946, 0.132], [-15.070, 12.598, 0.378], [-9.614, 5.840, 0.035], [-9.613, 6.296, -1.459], [-9.800, 5.041, -2.410], [-9.812, 5.417, -3.807], [-9.807, 4.377, -4.712], [-10.544, 7.415, -1.699], [-8.829, 5.115, 0.249], [-10.597, 5.460, 0.312], [-9.482, 6.706, 0.684], [-8.679, 6.782, -1.742], [-10.733, 4.526, -2.182], [-8.962, 4.352, -2.303], [-9.805, 4.753, -5.735], [-10.688, 3.778, -4.483], [-8.934, 3.730, -4.627], [-11.502, 7.235, -1.437], [-10.422, 8.247, -1.139], [-8.487, 13.373, -5.992], [-9.576, 13.040, -5.047], [-10.956, 13.475, -5.620], [-12.040, 13.230, -4.680], [-12.117, 14.229, -3.659], [-9.627, 11.670, -4.672], [-7.548, 12.906, -5.696], [-8.319, 14.447, -6.061], [-8.713, 13.000, -6.991], [-9.387, 13.586, -4.122], [-11.233, 12.977, -6.549], [-10.928, 14.539, -5.856], [-12.360, 15.209, -4.068], [-11.252, 14.278, -2.996], [-12.986, 13.956, -3.060], [-10.265, 11.672, -3.888], [-8.792, 11.352, -4.201], [-15.557, 12.524, -3.730], [-15.691, 12.260, -2.203], [-17.044, 12.678, -1.590], [-17.074, 12.335, -0.254], [-18.082, 13.075, 0.355], [-15.529, 10.820, -1.994], [-16.387, 12.109, -4.301], [-14.688, 12.095, -4.228], [-15.531, 13.607, -3.853], [-14.881, 12.816, -1.731], [-17.849, 12.110, -2.056], [-17.097, 13.758, -1.732], [-18.144, 12.882, 1.426], [-19.023, 12.735, -0.078], [-18.006, 14.152, 0.206], [-15.918, 10.624, -1.083], [-14.565, 10.615, -1.773], [-9.457, 9.788, 1.651], [-10.736, 9.547, 2.456], [-11.082, 10.756, 3.406], [-10.017, 10.949, 4.360], [-10.575, 11.658, 5.462], [-11.794, 9.094, 1.568], [-9.668, 10.693, 1.081], [-9.329, 8.995, 0.914], [-8.532, 9.980, 2.193], [-10.508, 8.716, 3.123], [-11.987, 10.409, 3.905], [-11.378, 11.618, 2.808], [-11.073, 12.603, 5.245], [-9.727, 11.869, 6.114], [-11.207, 11.003, 6.062], [-11.945, 9.908, 0.989], [-12.669, 9.085, 2.073], [-7.104, 15.119, 0.601], [-8.514, 14.598, 0.369], [-9.624, 15.682, 0.456], [-9.584, 16.457, 1.685], [-10.036, 15.801, 2.894], [-8.519, 13.976, -0.943], [-6.895, 15.610, 1.552], [-6.872, 15.831, -0.191], [-6.339, 14.345, 0.661], [-8.700, 13.766, 1.048], [-10.582, 15.240, 0.182], [-9.501, 16.446, -0.311], [-11.035, 15.378, 2.794], [-10.081, 16.421, 3.789], [-9.419, 14.916, 3.053], [-7.850, 13.226, -1.041], [-9.416, 13.567, -1.165], [-13.901, 6.269, 0.922], [-14.358, 6.865, -0.416], [-15.785, 7.590, -0.431], [-15.839, 8.656, 0.619], [-17.091, 9.255, 0.693], [-13.275, 7.764, -0.768], [-14.813, 5.803, 1.297], [-13.706, 7.029, 1.678], [-13.158, 5.478, 0.821], [-14.323, 6.044, -1.132], [-16.574, 6.865, -0.230], [-15.994, 8.113, -1.364], [-17.187, 10.102, 1.372], [-17.850, 8.565, 1.062], [-17.460, 9.669, -0.246], [-12.918, 8.108, 0.112], [-13.489, 8.592, -1.305]],
  "energy_ha": -3654.91103,
  "spin_multiplicity": 2,
  "e_lumo_ha": [0.0719, -0.0734],
  "charge": -1,
  "e_homo_ev": [-5.50, -5.49],
  "fmax_ev_per_a": 6.76,
  "s2": 0.75
}

---

{
  "formula": "C28H77FNO11P2S",
  "method": "ωB97M-V with the def2-TZVPD basis set",
  "symbols": ["N", "C", "C", "C", "C", "P", "P", "O", "S", "O", "O", "F", "H", "H", "H", "H", "H", "H", "H", "H", "H", "H", "H", "H", "H", "C", "C", "C", "O", "H", "H", "H", "H", "H", "H", "H", "H", "C", "C", "C", "O", "H", "H", "H", "H", "H", "H", "H", "H", "C", "C", "C", "O", "H", "H", "H", "H", "H", "H", "H", "H", "C", "C", "C", "O", "H", "H", "H", "H", "H", "H", "H", "H", "C", "C", "C", "O", "H", "H", "H", "H", "H", "H", "H", "H", "C", "C", "C", "O", "H", "H", "H", "H", "H", "H", "H", "H", "C", "C", "C", "O", "H", "H", "H", "H", "H", "H", "H", "H", "C", "C", "C", "O", "H", "H", "H", "H", "H", "H", "H", "H"],
  "xyz": [[5.056, -0.486, 2.051], [5.006, -2.008, 2.088], [3.436, -2.551, 2.046], [2.958, -2.745, 0.491], [1.571, -1.980, 0.081], [0.211, -1.962, 1.416], [0.201, -3.666, 2.771], [-0.026, -5.074, 2.091], [0.286, -0.041, 2.394], [-0.365, -0.044, 3.800], [1.737, 0.573, 2.378], [-0.657, 1.033, 1.397], [4.305, -0.143, 2.715], [4.804, -0.192, 1.061], [5.427, -2.318, 3.155], [5.692, -2.523, 1.285], [2.807, -1.788, 2.673], [3.462, -3.644, 2.524], [3.820, -2.266, -0.182], [2.931, -3.892, 0.163], [1.807, -0.853, -0.206], [1.150, -2.504, -0.889], [-1.070, -1.993, 0.697], [-0.892, -3.429, 3.725], [1.407, -3.728, 3.609], [4.831, 3.332, 4.243], [5.653, 3.143, 2.979], [5.945, 4.473, 2.303], [4.944, 2.300, 2.075], [3.863, 3.792, 4.016], [4.619, 2.365, 4.712], [5.357, 3.964, 4.966], [6.596, 2.641, 3.224], [5.016, 4.974, 2.007], [6.527, 4.321, 1.388], [6.504, 5.139, 2.967], [4.105, 2.738, 1.852], [7.284, 5.897, 7.165], [7.773, 6.032, 5.731], [8.621, 7.281, 5.551], [6.651, 6.093, 4.854], [6.658, 6.751, 7.448], [6.664, 5.001, 7.277], [8.123, 5.832, 7.864], [8.356, 5.147, 5.456], [8.043, 8.184, 5.777], [8.956, 7.372, 4.512], [9.501, 7.257, 6.201], [6.127, 6.876, 5.090], [1.524, 5.600, 4.950], [2.202, 5.491, 6.306], [1.223, 5.758, 7.438], [3.272, 6.431, 6.376], [1.122, 6.607, 4.792], [2.244, 5.418, 4.144], [0.706, 4.878, 4.858], [2.636, 4.492, 6.422], [0.810, 6.770, 7.369], [1.727, 5.688, 8.408], [0.396, 5.041, 7.422], [2.896, 7.321, 6.274], [-0.642, -2.461, -4.899], [-0.894, -2.718, -3.422], [-2.381, -2.714, -3.104], [-0.244, -1.712, -2.650], [-1.029, -1.480, -5.198], [0.432, -2.455, -5.111], [-1.117, -3.227, -5.520], [-0.460, -3.682, -3.137], [-2.829, -1.742, -3.339], [-2.547, -2.888, -2.036], [-2.908, -3.488, -3.671], [-0.623, -0.852, -2.896], [-4.020, 0.625, 1.582], [-4.171, -0.549, 0.628], [-5.605, -0.687, 0.142], [-3.779, -1.748, 1.289], [-4.646, 0.491, 2.472], [-2.985, 0.705, 1.933], [-4.299, 1.566, 1.098], [-3.503, -0.414, -0.230], [-6.287, -0.868, 0.981], [-5.702, -1.543, -0.534], [-5.932, 0.215, -0.385], [-4.367, -1.876, 2.053], [-1.984, -7.830, -5.442], [-1.451, -6.643, -4.656], [-2.287, -6.381, -3.413], [-1.462, -5.484, -5.485], [-3.010, -7.647, -5.781], [-1.380, -7.999, -6.341], [-1.974, -8.741, -4.837], [-0.411, -6.829, -4.368], [-3.323, -6.147, -3.680], [-1.899, -5.517, -2.863], [-2.285, -7.249, -2.747], [-2.382, -5.310, -5.746], [-4.360, -4.644, -9.135], [-4.611, -4.901, -7.658], [-6.098, -4.896, -7.340], [-3.961, -3.895, -6.886], [-4.746, -3.663, -9.433], [-3.285, -4.637, -9.347], [-4.834, -5.410, -9.755], [-4.177, -5.865, -7.373], [-6.546, -3.925, -7.575], [-6.264, -5.070, -6.271], [-6.625, -5.670, -7.907], [-4.340, -3.035, -7.132], [-7.432, 2.956, -4.314], [-6.759, 2.462, -3.043], [-5.257, 2.320, -3.230], [-7.310, 1.199, -2.677], [-7.278, 2.250, -5.138], [-8.514, 3.041, -4.168], [-7.040, 3.933, -4.613], [-6.964, 3.158, -2.223], [-5.026, 1.592, -4.016], [-4.788, 1.952, -2.311], [-4.800, 3.278, -3.497], [-7.133, 0.574, -3.400]],
  "energy_ha": -3175.68982,
  "e_lumo_ha": -0.2210,
  "charge": 1,
  "e_homo_ev": -11.34,
  "fmax_ev_per_a": 9.18
}

---

Number 1: M 1011.3 g mol⁻¹. Number 2: M 866.1 g mol⁻¹. Number 3: M 716.9 g mol⁻¹.